Entry from the OMol25 dataset: a single C2H2ClO2P molecule at a distorted geometry (ωB97M-V with the def2-TZVPD basis set).

## Properties
- Gap between HOMO and LUMO (alpha / beta): 6.77 / 8.08 eV
- M: 124.463 g/mol
- LUMO energy (alpha / beta): -0.054 / -0.040 Eh

Geometry as ORCA input:
```
! RIJCOSX wB97M-V def2-TZVPD def2/J DEFGRID3
* xyz 0 1
C -0.22 -0.10 0.00
C -1.56 0.46 -0.05
O 0.95 0.55 -0.01
O -1.99 1.59 -0.12
P 2.47 0.39 -0.10
Cl 2.87 -1.58 -0.09
H -0.19 -1.10 0.29
H -2.33 -0.20 0.08
*
```